(1)
Entry from OMol25: one molecule with the formula C6H10 at a distorted geometry (wB97M-V/def2-TZVPD).

Calculated values
total energy	-234.48694	a.u.
total charge	0
F_max	0.0223	hartree/bohr
LUMO energy	0.027	hartree

Last columns: bonded neighbours and bond lengths (Å).
Positions of all 16 atoms, in Å:
1 C -1.424 2.048 0.345  C2 1.469, H7 1.087, H8 1.092, H9 1.100
2 C -0.177 1.451 -0.152  C1 1.469, C3 1.315, H10 1.091
3 C 0.897 0.865 0.331  C2 1.315, C4 1.316
4 C 1.553 -0.036 -0.369  C3 1.316, C5 1.500, H11 1.086
5 C 0.995 -1.423 -0.482  C4 1.500, C6 1.533, H12 1.104, H13 1.090
6 C -0.189 -1.754 0.434  C5 1.533, H14 1.095, H15 1.095, H16 1.096
7 H -1.398 2.382 1.379  C1 1.087
8 H -1.711 2.852 -0.336  C1 1.092
9 H -2.167 1.244 0.240  C1 1.100
10 H -0.232 1.224 -1.218  C2 1.091
11 H 2.340 0.280 -1.048  C4 1.086
12 H 0.702 -1.589 -1.534  C5 1.104
13 H 1.828 -2.098 -0.284  C5 1.090
14 H 0.003 -1.415 1.456  C6 1.095
15 H -0.349 -2.837 0.453  C6 1.095
16 H -1.128 -1.289 0.113  C6 1.096

Atomic partial charges in e from the natural (NBO) method, atoms 1 to 2: atom 1 (C): -0.639, atom 2 (C): -0.249



(2)
Entry from OMol25: one molecule with the formula C6H10 at a distorted geometry (wB97M-V/def2-TZVPD).

Calculated values
total energy	-234.45351	a.u.
total charge	0
F_max	0.0875	hartree/bohr
LUMO energy	0.044	hartree

Last columns: bonded neighbours and bond lengths (Å).
Positions of all 16 atoms, in Å:
1 C 1.146 -0.781 1.534  C2 1.546, H7 1.101, H8 1.094, H9 1.109
2 C -0.132 -0.551 0.696  C1 1.546, C3 1.543, C6 1.499, H10 1.230
3 C -0.770 0.847 0.555  C2 1.543, C4 1.540, H11 1.093, H12 1.097
4 C -0.971 0.550 -0.942  C3 1.540, C5 1.464, C6 1.503, H13 1.077
5 C 0.209 0.765 -1.782  C4 1.464, C6 1.839, H14 1.084, H15 1.103
6 C -0.197 -0.730 -0.791  C2 1.499, C4 1.503, C5 1.839, H16 1.082
7 H 1.074 -0.445 2.579  C1 1.101
8 H 1.434 -1.836 1.542  C1 1.094
9 H 2.000 -0.231 1.088  C1 1.109
10 H -1.081 -1.278 0.408  C2 1.230
11 H -1.671 1.030 1.145  C3 1.093
12 H -0.072 1.675 0.728  C3 1.097
13 H -1.945 0.599 -1.399  C4 1.077
14 H 1.124 1.232 -1.436  C5 1.084
15 H 0.060 0.770 -2.875  C5 1.103
16 H 0.056 -1.680 -1.242  C6 1.082

Atomic partial charges in e from the natural (NBO) method, atoms 1 to 2: atom 1 (C): -0.628, atom 2 (C): -0.205



(3)
Entry from OMol25: one molecule with the formula C6H10 (wB97M-V/def2-TZVPD).

Calculated values
total energy	-234.54123	a.u.
total charge	0
F_max	0.0143	hartree/bohr
LUMO energy	0.039	hartree

Last columns: bonded neighbours and bond lengths (Å).
Positions of all 16 atoms, in Å:
1 C 2.609 -0.575 0.916  C2 1.459, H7 1.090, H8 1.093, H9 1.095
2 C 1.517 -0.181 0.032  C1 1.459, C3 1.204
3 C 0.730 0.179 -0.805  C2 1.204, C4 1.468
4 C -0.510 0.545 -1.498  C3 1.468, C5 1.564, H10 1.099, H11 1.101
5 C -1.759 0.130 -0.654  C4 1.564, C6 1.556, H12 1.094, H13 1.096
6 C -1.493 0.053 0.877  C5 1.556, H14 1.099, H15 1.100, H16 1.072
7 H 3.464 -0.769 0.268  C1 1.090
8 H 2.865 0.229 1.610  C1 1.093
9 H 2.401 -1.479 1.498  C1 1.095
10 H -0.513 0.074 -2.491  C4 1.099
11 H -0.489 1.628 -1.694  C4 1.101
12 H -2.529 0.881 -0.857  C5 1.094
13 H -2.135 -0.833 -1.018  C5 1.096
14 H -1.314 -0.966 1.248  C6 1.099
15 H -2.259 0.479 1.542  C6 1.100
16 H -0.584 0.603 1.025  C6 1.072

Atomic partial charges in e from the natural (NBO) method, atoms 1 to 2: atom 1 (C): -0.682, atom 2 (C): -0.010



(4)
Entry from OMol25: one molecule with the formula C6H10 (wB97M-V/def2-TZVPD).

Calculated values
total energy	-234.55759	a.u.
total charge	0
F_max	0.0100	hartree/bohr
LUMO energy	0.040	hartree

Last columns: bonded neighbours and bond lengths (Å).
Positions of all 16 atoms, in Å:
1 C 3.150 0.134 -0.286  C2 1.463, H7 1.097, H8 1.094, H9 1.096
2 C 1.698 0.141 -0.114  C1 1.463, C3 1.206
3 C 0.516 0.075 0.117  C2 1.206, C4 1.472
4 C -0.887 -0.159 0.493  C3 1.472, C5 1.533, C6 1.533, H10 1.099
5 C -1.525 -1.190 -0.446  C4 1.533, H11 1.097, H12 1.096, H13 1.094
6 C -1.723 1.124 0.565  C4 1.533, H14 1.096, H15 1.097, H16 1.093
7 H 3.523 -0.895 -0.212  C1 1.097
8 H 3.465 0.539 -1.252  C1 1.094
9 H 3.628 0.726 0.502  C1 1.096
10 H -0.858 -0.588 1.505  C4 1.099
11 H -1.656 -0.767 -1.450  C5 1.097
12 H -2.505 -1.500 -0.067  C5 1.096
13 H -0.897 -2.080 -0.540  C5 1.094
14 H -1.879 1.559 -0.429  C6 1.096
15 H -2.707 0.906 0.999  C6 1.097
16 H -1.234 1.874 1.192  C6 1.093

Atomic partial charges in e from the natural (NBO) method, atoms 1 to 2: atom 1 (C): -0.680, atom 2 (C): -0.004



(5)
Entry from OMol25: one molecule with the formula C6H10 (wB97M-V/def2-TZVPD).

Calculated values
total energy	-234.47028	a.u.
total charge	0
F_max	0.0170	hartree/bohr
LUMO energy (alpha / beta)	0.006 / 0.006	hartree

Last columns: bonded neighbours and bond lengths (Å).
Positions of all 16 atoms, in Å:
1 C 0.245 1.507 0.284  C2 1.542, C6 1.501, H7 1.106, H8 1.097
2 C 1.026 0.602 -0.689  C1 1.542, C3 1.538, H9 1.095, H10 1.100
3 C -0.033 -0.423 -1.129  C2 1.538, C4 1.527, H11 1.089, H16 1.111
4 C -0.278 -1.421 0.000  C3 1.527, C5 1.551, H12 1.095, H13 1.100
5 C -0.803 -0.547 1.170  C4 1.551, C6 1.511, H14 1.104, H15 1.094
6 C -1.036 0.890 0.765  C1 1.501, C5 1.511
7 H 0.748 1.673 1.255  C1 1.106
8 H 0.084 2.506 -0.139  C1 1.097
9 H 1.413 1.178 -1.537  C2 1.095
10 H 1.895 0.110 -0.227  C2 1.100
11 H 0.131 -0.871 -2.108  C3 1.089
12 H -1.046 -2.146 -0.290  C4 1.095
13 H 0.620 -2.002 0.256  C4 1.100
14 H -0.051 -0.461 1.974  C5 1.104
15 H -1.702 -0.976 1.623  C5 1.094
16 H -0.987 0.142 -1.200  C3 1.111

Atomic partial charges in e from the natural (NBO) method, atoms 1 to 2: atom 1 (C): -0.587, atom 2 (C): -0.418



(6)
Entry from OMol25: one molecule with the formula C6H10 at a distorted geometry (wB97M-V/def2-TZVPD).

Calculated values
total energy	-234.54723	a.u.
total charge	0
F_max	0.0465	hartree/bohr
LUMO energy	0.035	hartree

Last columns: bonded neighbours and bond lengths (Å).
Positions of all 16 atoms, in Å:
1 C 1.311 -0.130 3.098  C2 1.344, H7 1.124, H8 1.159
2 C 1.168 -0.396 1.788  C1 1.344, C3 1.472, H9 1.105
3 C -0.023 -0.646 0.960  C2 1.472, C4 1.364, H10 1.072
4 C 0.041 -0.456 -0.389  C3 1.364, C5 1.469, H11 1.116
5 C -0.975 -0.328 -1.442  C4 1.469, C6 1.554, H12 1.088, H13 1.107
6 C -0.851 0.953 -2.314  C5 1.554, H14 1.122, H15 1.103, H16 1.075
7 H 0.406 0.107 3.720  C1 1.124
8 H 2.281 0.152 3.666  C1 1.159
9 H 2.062 -0.416 1.139  C2 1.105
10 H -0.982 -0.672 1.439  C3 1.072
11 H 1.048 -0.440 -0.872  C4 1.116
12 H -1.942 -0.512 -0.977  C5 1.088
13 H -0.925 -1.124 -2.209  C5 1.107
14 H -1.025 1.842 -1.651  C6 1.122
15 H -1.645 0.960 -3.079  C6 1.103
16 H 0.052 1.105 -2.876  C6 1.075

Atomic partial charges in e from the natural (NBO) method, atoms 1 to 2: atom 1 (C): -0.409, atom 2 (C): -0.205



Computed values of energy above the lowest of the compared OMol25 structures with the same formula, charge and spin (unit: eV) for the preceding records, in sequence: 3.1450; 4.0546; 1.6675; 1.2224; 3.5982; 1.5042.